[1]
Computed, not measured: a 2-piece molecular cluster, C2H3F4NO overall, with ωB97M-V/def2-TZVPD.

```
11
Properties=species:S:1:pos:R:3:forces:R:3
C -1.560845 0.870392 1.629928 -2.6 -1.1 0.5
C -1.708394 -0.118899 0.416205 1.0 1.0 1.1
N 0.805293 -1.118571 -1.239782 0.5 0.0 -1.3
O 0.413224 -0.889230 -0.062080 -0.2 -0.2 1.1
F -0.554099 1.724006 1.425305 0.2 -0.7 0.4
F -2.715405 1.677542 1.641799 0.4 -0.3 -0.2
F -2.501625 -1.170958 0.563880 0.1 0.3 0.2
F -1.974797 0.534756 -0.691774 -0.2 0.0 -0.5
H -1.686498 0.347702 2.666316 1.3 0.8 -1.8
H 0.627187 -2.030254 -1.677316 0.1 0.5 0.4
H 1.517831 -0.503218 -1.651107 -0.5 -0.3 0.2
```
Positions in Å, forces in eV/Å.

As for the charge: 0. The energy above the lowest of the compared OMol25 structures with the same formula, charge and spin is 502.3 kJ/mol. The lowest unoccupied orbital energy (alpha / beta) is 0.026 / 0.012 hartree.

These are the Löwdin partial charges, in e, on atoms 1 to 2: -0.285, -0.305


[2]
Computed, not measured: one molecule with the formula C2H3FIN, with ωB97M-V/def2-TZVPD.

```
8
Properties=species:S:1:pos:R:3:forces:R:3
H 0.655889 -2.476630 0.086168 0.7 0.2 -0.1
N 0.141660 -1.610848 0.119813 -0.4 -0.8 0.0
C 0.597339 -0.464726 0.095950 -2.9 0.0 0.5
I 2.642131 0.130836 -0.017009 -0.4 0.2 0.0
C -0.555202 0.639167 0.210712 -0.3 0.7 0.0
F -1.997730 0.303559 0.450819 3.6 -0.2 -0.5
H -0.555245 1.196302 -0.732893 -0.1 -0.1 0.2
H -0.275971 1.314973 1.024492 -0.2 -0.1 -0.1
```
Positions in Å, forces in eV/Å.

As for the charge: 0. The energy above the lowest of the compared OMol25 structures with the same formula, charge and spin is 87.5 kJ/mol. As for the SMILES: [H]/N=C(\I)CF. The lowest unoccupied orbital energy is 0.003 hartree.

These are the Löwdin partial charges, in e, on atoms 1 to 2: 0.062, 0.080


[3]
Computed, not measured: an isolated ion of composition C2H3FIO2S and charge -1, with ωB97M-V/def2-TZVPD.

```
10
Properties=species:S:1:pos:R:3:forces:R:3
C 0.486285 0.980568 -0.077966 0.0 -1.1 -1.8
C -0.290494 -0.151829 -0.624156 -0.7 -1.1 1.7
O 0.856706 -1.143167 1.705114 0.5 0.6 0.2
O -1.588388 -1.342500 1.458987 -0.3 0.4 0.1
F -1.600545 0.201517 -0.807958 0.0 0.2 -0.3
S -0.265163 -1.593460 0.870142 -0.3 -1.2 -1.2
I 0.403250 -0.856321 -2.585199 0.1 0.1 0.4
H 1.364932 0.669631 0.376286 1.7 -0.7 0.7
H -0.007542 1.612254 0.544008 -2.1 1.1 2.5
H 0.640959 1.623307 -0.859257 1.2 1.8 -2.3
```
Positions in Å, forces in eV/Å.

As for the charge: -1. The energy above the lowest of the compared OMol25 structures with the same formula, charge and spin is 56.2 kJ/mol. The lowest unoccupied orbital energy is 0.105 hartree.

These are the Löwdin partial charges, in e, on atoms 1 to 2: -0.178, -0.966


[4]
Computed, not measured: one molecule with the formula C2H3FN2O4, with ωB97M-V/def2-TZVPD.

```
12
Properties=species:S:1:pos:R:3:forces:R:3
C 1.255902 -0.031118 -0.027650 3.0 -0.6 1.6
C -0.159157 0.036101 0.258487 -1.0 -2.8 5.0
F -0.487084 -0.220372 1.690410 1.0 1.4 -3.0
N -0.813692 -1.190451 -0.378192 -0.5 0.2 -0.2
O -0.761939 -1.237165 -1.577836 0.1 0.5 -1.1
O -1.239059 -2.041633 0.334064 -0.3 -0.4 0.6
N -0.792732 1.358991 -0.010429 0.5 -1.2 0.2
O -0.006367 2.234202 -0.149745 0.8 1.9 -0.4
O -1.971064 1.408286 0.042723 -2.0 0.1 -0.2
H 1.778671 0.896441 0.277011 -0.5 -0.2 -1.3
H 1.931535 -0.750752 0.550930 -1.9 0.3 -0.2
H 1.264990 -0.462531 -1.009777 0.9 0.9 -1.0
```
Positions in Å, forces in eV/Å.

As for the charge: 0. The energy above the lowest of the compared OMol25 structures with the same formula, charge and spin is 57.6 kJ/mol. As for the SMILES: CC(F)([N+](=O)[O-])[N+](=O)[O-]. The lowest unoccupied orbital energy is -0.032 hartree.

These are the Löwdin partial charges, in e, on atoms 1 to 2: 0.014, -0.278


[5]
Computed, not measured: a 2-piece molecular cluster, C2H3FN2O6 overall, with ωB97M-V/def2-TZVPD.

```
14
Properties=species:S:1:pos:R:3:forces:R:3
C 0.986041 -0.470002 -0.201855 1.5 1.8 -4.2
C -0.490392 0.107892 -0.124210 0.4 -2.1 -3.6
N -0.827974 1.525328 0.235298 -2.1 -1.7 -1.4
N -1.494648 -0.929022 0.314856 1.1 3.1 0.4
O 0.038735 2.308646 0.117242 2.2 1.6 0.3
O -1.989657 1.729077 0.422066 -0.7 0.1 0.5
O -2.081657 -1.668694 -0.341430 -1.0 -2.0 -2.2
O -1.574694 -0.735946 1.492723 0.2 0.0 2.3
O 1.225996 -1.199067 0.872990 -0.4 -1.5 2.3
O 2.012146 0.487279 -0.443992 -0.6 1.8 1.6
F -1.035307 0.113865 -2.230852 1.2 0.3 3.9
H 1.092667 -0.977197 -1.255520 -1.1 0.2 2.0
H 2.121389 -1.571845 0.936982 -0.4 0.4 -0.5
H 2.017359 1.279689 0.205702 -0.3 -2.0 -1.4
```
Positions in Å, forces in eV/Å.

As for the charge: 0. The energy above the lowest of the compared OMol25 structures with the same formula, charge and spin is 402.7 kJ/mol. The lowest unoccupied orbital energy (alpha / beta) is -0.123 / -0.122 hartree.

These are the Löwdin partial charges, in e, on atoms 1 to 2: -0.438, 0.177


[6]
Computed, not measured: one molecule with the formula C2H3FO, with ωB97M-V/def2-TZVPD.

```
7
Properties=species:S:1:pos:R:3:forces:R:3
O 0.555989 0.217799 1.931711 -1.1 0.7 -0.6
C 0.583280 -0.016787 0.763169 1.5 -2.2 -2.8
C -0.460577 0.139228 -0.488924 -1.1 -2.9 2.6
F -0.028744 -0.281451 -1.723810 1.0 -0.1 0.6
H 1.476448 -0.621896 0.335154 -0.7 0.8 0.4
H -1.360249 -0.551460 -0.240904 1.3 1.3 -0.1
H -0.766146 1.114568 -0.576395 -0.9 2.4 -0.1
```
Positions in Å, forces in eV/Å.

As for the charge: 0. The energy above the lowest of the compared OMol25 structures with the same formula, charge and spin is 174.7 kJ/mol. As for the SMILES: O=CCF. The lowest unoccupied orbital energy is 0.030 hartree.

These are the Löwdin partial charges, in e, on atoms 1 to 2: 0.061, -0.217


[7]
Computed, not measured: a 2-piece molecular cluster, C2H3FO overall, with ωB97M-V/def2-TZVPD.

```
7
Properties=species:S:1:pos:R:3:forces:R:3
C 0.261812 0.343909 0.678545 -4.7 0.0 -3.3
C 0.010887 -0.039918 -0.719363 0.0 2.3 0.4
O 0.785567 1.041856 1.429974 3.6 2.0 3.5
F -0.744403 -1.131629 1.474548 -0.1 -0.8 0.7
H -1.094093 -0.032046 -0.855015 0.6 0.0 -0.2
H 0.462597 0.867600 -1.306399 -0.3 -2.3 0.4
H 0.317634 -1.049773 -0.702290 0.9 -1.2 -1.5
```
Positions in Å, forces in eV/Å.

The spin multiplicity is 3. As for the charge: 0. The energy above the lowest of the compared OMol25 structures with the same formula, charge and spin is 226.3 kJ/mol. The lowest unoccupied orbital energy (alpha / beta) is 0.028 / -0.171 hartree.

These are the Löwdin partial charges, in e, on atoms 1 to 2: -0.359, -0.062


[8]
Computed, not measured: a 2-piece molecular cluster, C2H3FO2 overall, with ωB97M-V/def2-TZVPD.

```
8
Properties=species:S:1:pos:R:3:forces:R:3
C -0.240828 0.310370 1.301016 1.0 2.0 0.1
C -0.551191 -0.894920 1.560281 0.5 -1.4 -0.4
O -0.754709 -2.017429 1.643357 -0.7 -1.7 0.7
H 0.841725 0.557273 1.300657 -1.2 0.3 -0.1
H -1.128229 0.878881 1.078735 0.4 0.9 -0.1
O 1.130411 0.481609 -2.305087 0.7 0.4 -0.4
F 0.153399 -0.256699 -1.660102 -0.7 -0.8 0.7
H 0.549421 0.940915 -2.918856 0.0 0.4 -0.4
```
Positions in Å, forces in eV/Å.

As for the charge: 0. The energy above the lowest of the compared OMol25 structures with the same formula, charge and spin is 480.9 kJ/mol. As for the SMILES: C=C=O.OF. The lowest unoccupied orbital energy is 0.030 hartree.

These are the Löwdin partial charges, in e, on atoms 1 to 2: -0.013, -0.337


[9]
Computed, not measured: a 2-piece molecular cluster, C2H3FO2 overall, with ωB97M-V/def2-TZVPD.

```
8
Properties=species:S:1:pos:R:3:forces:R:3
O 0.318031 0.763265 -1.266780 1.0 1.3 1.5
C 0.423124 0.738020 -0.063573 -1.2 -1.4 -4.4
C 0.137612 0.017356 1.096025 -1.0 -2.3 4.3
O 0.534392 1.430093 1.005259 0.9 2.7 0.6
H -0.953556 -0.027337 1.455945 1.8 -0.4 -0.7
H 0.908057 -0.547832 1.730852 -1.4 0.5 -1.4
F -0.608244 -1.536837 -1.705791 -0.1 -1.9 0.8
H -0.759416 -0.836727 -2.251937 0.0 1.4 -0.8
```
Positions in Å, forces in eV/Å.

As for the charge: 0. The energy above the lowest of the compared OMol25 structures with the same formula, charge and spin is 187.2 kJ/mol. As for the SMILES: O=C1CO1.F. The lowest unoccupied orbital energy is 0.026 hartree.

These are the Löwdin partial charges, in e, on atoms 1 to 2: 0.110, -0.543


[10]
Computed, not measured: C2H3FO3S as an isolated structure, with ωB97M-V/def2-TZVPD.

```
10
Properties=species:S:1:pos:R:3:forces:R:3
C -0.561510 0.891999 0.135794 -2.3 0.1 1.3
C 0.421620 0.274441 -0.780122 1.6 -3.0 2.8
O -0.912327 2.034082 0.014446 0.7 1.2 -0.7
O 2.566869 0.275527 1.593272 0.1 -0.6 -1.9
O 3.220153 1.169979 -0.684050 0.4 0.0 0.5
F 2.703336 -1.205529 -0.574046 0.3 1.3 1.6
S 2.484828 0.287811 0.152643 -3.4 -1.0 -1.8
H -1.241582 0.415471 0.907747 1.5 -1.1 -0.6
H 0.633108 0.914808 -1.559097 0.6 1.2 -1.8
H 0.230283 -0.830658 -1.041158 0.6 1.9 0.5
```
Positions in Å, forces in eV/Å.

As for the charge: 0. The energy above the lowest of the compared OMol25 structures with the same formula, charge and spin is 203.5 kJ/mol. The lowest unoccupied orbital energy is -0.052 hartree.

These are the Löwdin partial charges, in e, on atoms 1 to 2: -0.329, -0.003


Among the records above, which one has the lowest energy above the lowest of the compared OMol25 structures with the same formula, charge and spin?
C2H3FIO2S